Record 1
The following is a quantum chemistry calculation of a 4-piece molecular cluster, C27H28NO14PS overall, from the Open Molecules 2025 dataset.

Geometry as XYZ:
```
72
Properties=species:S:1:pos:R:3:forces:R:3
C 2.5750 3.9315 -3.7768 -0.66 -1.09 0.69
C 2.1586 2.4430 -4.3022 0.13 2.17 -1.11
O 2.5898 1.4376 -3.3392 -0.71 -2.31 -0.01
P 1.9778 -0.1147 -3.6886 -4.41 1.92 -3.99
O 1.2290 -0.0030 -5.0525 2.32 -0.62 3.57
C 3.2919 -1.4466 -3.9245 0.94 0.02 0.86
C 4.2891 -1.6677 -2.6808 -0.07 -0.76 0.04
C 4.8341 -0.3222 -2.0027 1.34 -1.99 -0.77
O 3.9776 0.1827 -0.9276 2.54 1.48 -1.10
S 4.9342 1.2976 -0.0885 -2.22 1.80 3.57
O 4.8244 2.7477 -0.5107 0.84 -5.21 0.55
O 4.5477 0.9966 1.3409 1.81 0.94 -4.68
O 6.4469 0.6669 -0.5140 -1.43 -0.12 -1.10
C 6.2468 -0.5981 -1.2259 -2.30 0.89 0.58
O 5.8843 -1.5482 -0.1568 3.43 0.16 1.99
C 6.7967 -1.3999 0.9449 0.69 3.10 1.27
N 7.4662 -0.8773 1.8155 -3.35 -3.39 -4.49
O 0.7853 -0.4656 -2.5227 3.52 -0.64 -1.36
C 1.0618 -1.6791 -1.7652 -1.48 -0.42 2.42
C -0.3110 -2.0251 -0.9438 0.53 0.34 -1.27
H 2.1619 4.7312 -4.4982 0.83 -1.40 1.00
H 2.0021 4.0538 -2.7739 1.18 0.00 -1.55
H 3.7087 4.0322 -3.6032 -1.83 -0.07 -0.31
H 1.0111 2.4927 -4.4389 2.02 -0.60 0.15
H 2.7076 2.2144 -5.2890 -1.22 0.41 1.40
H 2.7523 -2.4390 -4.1273 0.61 1.67 0.21
H 3.8793 -1.1596 -4.8826 -1.18 -0.24 1.64
H 3.7717 -2.3755 -1.9243 1.00 1.44 -1.02
H 5.2016 -2.2595 -3.0886 -1.36 1.10 0.76
H 5.0528 0.4039 -2.8603 -0.50 -0.48 1.49
H 7.1091 -0.9508 -1.8958 -1.05 0.92 1.39
H 1.2983 -2.6013 -2.3991 -0.04 1.51 0.65
H 1.8577 -1.4524 -0.9612 -0.93 -0.47 -1.50
H -0.8427 -2.8912 -1.4709 1.07 1.31 0.93
H -1.0370 -1.1237 -1.0234 1.45 -1.39 0.38
H -0.0636 -2.2907 0.1413 -0.53 0.39 -1.69
O -2.3007 -3.4174 -0.1111 -1.03 -0.39 0.48
C -3.5042 -3.2624 0.0014 0.34 -0.02 -0.01
C -4.0642 -2.0895 0.7047 -0.16 0.14 0.07
C -5.3813 -1.9216 0.8293 0.12 -0.02 -0.18
C -6.3366 -2.8999 0.2684 -0.33 0.10 0.00
O -7.5395 -2.7447 0.3813 0.29 -0.06 0.03
C -5.7768 -4.0734 -0.4353 0.22 -0.23 -0.14
C -4.4597 -4.2412 -0.5599 -0.30 -0.12 -0.10
H -3.3513 -1.3820 1.1092 -0.03 -0.02 0.00
H -5.8078 -1.0704 1.3408 0.08 -0.04 -0.13
H -6.4903 -4.7809 -0.8396 -0.02 0.03 0.02
H -4.0322 -5.0940 -1.0725 0.03 0.02 0.01
O -6.8063 -1.6646 7.7191 0.16 0.09 -0.33
C -6.2889 -1.3757 6.6567 -0.23 -0.13 0.48
C -4.9842 -0.6829 6.6015 0.28 0.15 -0.17
C -4.4186 -0.3646 5.4363 0.04 -0.01 0.31
C -5.0707 -0.6921 4.1508 0.20 0.12 -0.29
O -4.5511 -0.4021 3.0869 -0.08 0.14 0.59
C -6.3759 -1.3852 4.2059 -0.22 -0.12 0.12
C -6.9413 -1.7034 5.3711 -0.03 -0.01 -0.36
H -4.5194 -0.4508 7.5517 -0.04 -0.02 0.00
H -3.4641 0.1434 5.3775 -0.01 -0.01 -0.04
H -6.8414 -1.6177 3.2560 -0.04 -0.01 0.04
H -7.8958 -2.2114 5.4301 0.01 0.01 0.04
O 1.8537 6.1860 2.3715 -0.16 -0.25 -0.17
C 1.4245 5.2380 1.7396 0.24 0.35 0.22
C -0.0267 4.9700 1.6490 -0.30 -0.18 -0.10
C -0.4963 3.9302 0.9584 -0.10 0.29 0.20
C 0.4136 3.0024 0.2530 -0.10 -0.39 -0.25
O -0.0163 2.0546 -0.3787 0.09 0.26 0.20
C 1.8642 3.2707 0.3437 0.14 0.12 0.11
C 2.3339 4.3104 1.0342 0.09 -0.24 -0.19
H -0.6792 5.6593 2.1707 0.05 0.01 0.01
H -1.5557 3.7185 0.8821 0.02 -0.03 -0.03
H 2.5165 2.5824 -0.1773 -0.18 0.10 -0.02
H 3.3932 4.5216 1.1102 -0.01 -0.01 0.00
```
Positions in Å, forces in eV/Å.

* SMILES: CCOP(=O)(CC[C@H]1OS(=O)(=O)O[C@H]1OC#N)OCC.O=C1C=CC(=O)C=C1.O=C1C=CC(=O)C=C1.O=C1C=CC(=O)C=C1
* LUMO level: -1.82 eV
* HOMO: -0.367 Eh
* charge: 0
* frontier orbital gap: 0.300 Eh
* spin multiplicity: 1

Löwdin atomic charge list, values in e, 4 entries: -0.082 -0.279 -0.290 0.712

Record 2
The following is a quantum chemistry calculation of C34H26N7O2Re as an isolated structure, from the Open Molecules 2025 dataset.

Geometry as XYZ:
```
70
Properties=species:S:1:pos:R:3:forces:R:3
Re -0.0038 0.2666 -0.2845 0.49 -0.28 0.11
O 0.6237 -0.0054 1.6192 -0.52 0.06 -0.28
C 1.6849 -0.6997 2.0453 0.04 0.01 0.06
C 2.7443 -0.0131 2.6444 0.03 0.11 -0.06
C 3.8642 -0.6869 3.0941 0.06 -0.02 0.03
C 3.9545 -2.0747 2.9944 0.02 0.08 0.00
C 2.8864 -2.7711 2.4710 -0.08 -0.03 -0.04
C 1.7521 -2.1079 1.9913 -0.07 -0.02 0.05
C 0.5766 -2.8679 1.5980 -0.08 -0.11 -0.05
N -0.3810 -2.2954 0.9993 0.15 -0.14 -0.26
C -1.6447 -2.9098 0.6894 0.05 0.10 0.08
C -2.4963 -1.7294 0.2474 0.00 -0.04 -0.02
N -1.7805 -0.9728 -0.8063 0.00 -0.02 0.24
C -2.2541 -1.1217 -2.0003 -0.06 -0.05 0.04
C -1.8122 -0.5253 -3.2162 -0.08 -0.07 0.00
C -2.4582 -0.9155 -4.4105 -0.05 -0.08 0.08
C -2.1165 -0.3627 -5.6126 0.07 0.08 -0.06
C -1.1110 0.6188 -5.6420 -0.05 -0.05 -0.03
C -0.4744 1.0230 -4.4937 0.09 0.09 -0.05
C -0.8110 0.4589 -3.2549 0.21 0.12 0.13
O -0.1804 0.8903 -2.1820 -0.34 0.01 0.13
H 2.6623 1.0629 2.7454 0.03 -0.05 0.02
H 4.6774 -0.1269 3.5414 -0.04 -0.01 -0.03
H 4.8339 -2.5962 3.3479 -0.03 0.02 0.00
H 2.9081 -3.8552 2.4318 0.00 0.02 0.01
H 0.5424 -3.9288 1.8800 0.00 0.03 0.04
H -2.1040 -3.3933 1.5556 0.01 -0.05 0.01
H -1.5700 -3.6569 -0.1108 0.04 0.04 -0.01
H -2.6343 -1.0723 1.1075 -0.01 0.04 -0.01
H -3.4760 -2.0473 -0.1106 -0.04 0.05 -0.04
H -3.1140 -1.7854 -2.1075 0.00 -0.01 -0.01
H -3.2364 -1.6697 -4.3578 0.02 0.03 0.01
H -2.6157 -0.6669 -6.5219 0.03 0.01 0.01
H -0.8345 1.0689 -6.5871 0.00 0.00 0.01
H 0.2971 1.7823 -4.5051 -0.03 -0.01 -0.04
C 1.5498 -2.9092 -2.7762 0.01 -0.04 -0.01
C 2.7717 -2.4456 -3.2618 0.02 -0.05 -0.07
C 3.3146 -1.3216 -2.7020 0.09 0.03 -0.01
C 2.6451 -0.6273 -1.6833 -0.13 -0.06 0.13
N 1.4334 -1.0551 -1.2446 -0.04 0.03 -0.15
C 0.9300 -2.1944 -1.7906 0.14 0.13 0.07
N 3.3376 0.4266 -1.1463 0.07 -0.19 -0.13
C 2.8433 1.3633 -0.4369 -0.24 0.15 0.10
N 1.5166 1.6184 -0.1298 0.20 0.21 -0.08
C 1.4575 2.6949 0.7373 0.12 -0.17 -0.21
N 0.4363 3.2556 1.2624 -0.18 0.04 0.11
C -0.8759 2.9421 1.0190 -0.03 -0.19 -0.07
C -1.7914 3.9206 1.4371 0.02 0.09 0.06
C -3.1334 3.7808 1.2120 -0.05 0.00 0.01
C -3.5812 2.6353 0.5535 -0.05 0.07 0.04
C -2.6622 1.6981 0.1822 0.12 -0.03 0.01
N -1.3258 1.8082 0.4141 0.12 0.10 0.02
C 2.8308 3.1794 0.9720 -0.10 -0.01 0.02
C 3.3053 4.2033 1.7645 0.02 0.10 0.03
C 4.6833 4.3982 1.7895 -0.04 0.00 0.01
C 5.5378 3.5945 1.0364 0.01 -0.02 -0.02
C 5.0443 2.5649 0.2406 0.10 -0.01 -0.03
C 3.6785 2.3778 0.2321 -0.02 -0.05 -0.04
H 1.0854 -3.8069 -3.1589 0.01 0.02 0.01
H 3.2870 -2.9705 -4.0561 0.00 0.02 0.03
H 4.2721 -0.9264 -3.0077 0.00 -0.02 0.01
H -0.0129 -2.5228 -1.3990 -0.10 0.00 0.08
H -1.3743 4.7882 1.9265 -0.02 -0.01 0.00
H -3.8307 4.5432 1.5334 0.03 0.00 -0.01
H -4.6263 2.4700 0.3343 0.02 0.01 0.01
H -2.9874 0.8070 -0.3254 0.06 0.03 -0.01
H 2.6287 4.8224 2.3390 0.02 -0.02 0.00
H 5.1002 5.1843 2.4056 0.00 -0.01 -0.02
H 6.6048 3.7737 1.0734 -0.03 0.00 0.01
H 5.6990 1.9333 -0.3459 -0.02 0.01 0.03
```
Positions in Å, forces in eV/Å.

* LUMO level (spin up / spin down): -3.35 / -4.06 eV
* HOMO (spin up / spin down): -0.385 / -0.391 Eh
* charge: +1
* frontier orbital gap (spin up / spin down): 0.262 / 0.242 Eh
* spin multiplicity: 4
* ΔE to the lowest compared entry with this formula, charge and spin: 0.000 eV

Löwdin atomic charge list, values in e, 4 entries: 1.796 -0.265 -0.323 -0.007

Record 3
The following is a quantum chemistry calculation of one molecule with the formula C2H8N3P, from the Open Molecules 2025 dataset.

Geometry as XYZ:
```
14
Properties=species:S:1:pos:R:3:forces:R:3
C -1.6616 -0.1185 0.8884 0.94 -0.42 -1.71
C -1.5539 -0.0216 -0.6544 -0.37 -1.79 -1.07
N -0.2852 -0.4774 -1.1940 0.87 -3.65 -0.96
N 0.7612 0.1520 -0.6745 1.52 0.60 1.21
P 2.0906 -0.5465 -0.1718 -0.47 1.24 0.05
N 2.9107 0.7153 0.6449 -0.31 -0.93 -0.30
H -0.7065 0.2584 1.3286 -0.98 -0.29 -0.15
H -2.5312 0.4124 1.2236 -0.33 0.21 0.44
H -1.7739 -1.2015 1.0186 0.05 0.27 0.76
H -2.2660 -0.6862 -1.2365 0.23 0.72 1.15
H -1.6373 0.9152 -1.1436 -0.48 1.44 0.34
H -0.0982 -1.5659 -1.2573 -1.12 2.53 0.33
H 2.8897 1.7054 0.5105 -0.77 0.44 -0.39
H 3.8615 0.4590 0.7176 1.21 -0.37 0.30
```
Positions in Å, forces in eV/Å.

* SMILES: CCN/N=P/N
* LUMO level: 0.78 eV
* HOMO: -0.278 Eh
* charge: 0
* frontier orbital gap: 0.307 Eh
* spin multiplicity: 1
* ΔE to the lowest compared entry with this formula, charge and spin: 1.470 eV

Löwdin atomic charge list, values in e, 4 entries: -0.088 -0.290 -0.251 -0.393

Record 4
The following is a quantum chemistry calculation of one molecule with the formula C15H20ClNO2, from the Open Molecules 2025 dataset.

Geometry as XYZ:
```
39
Properties=species:S:1:pos:R:3:forces:R:3
O 4.4326 1.5812 2.4717 -2.34 2.77 -4.41
C 4.0801 2.3142 1.4642 3.92 -1.07 4.23
O 4.7408 3.4311 1.1857 3.66 2.48 3.49
C 3.0732 2.2954 0.4145 2.03 -8.96 2.62
C 1.8259 2.2391 1.1303 0.79 0.67 -11.43
C 0.7919 1.8703 0.2139 -3.47 1.12 -8.80
C 0.9186 0.5514 -0.7193 2.68 -0.91 6.98
C 0.5896 -0.5711 0.2881 2.55 -2.32 2.22
N -0.4911 -1.4398 0.0712 -4.49 2.15 -2.55
C -1.7830 -0.7260 0.3482 -0.47 -0.25 -5.23
C -3.0755 -1.5671 -0.3580 6.13 3.77 6.40
C -2.8120 -2.5751 -1.1454 -0.66 -1.00 -3.40
C -3.9585 -3.1173 -1.6969 6.17 -6.61 -5.12
C -5.0558 -3.0576 -1.0505 -10.30 0.19 0.37
C -5.3251 -2.0696 -0.1861 -0.32 3.11 5.44
C -4.1674 -1.3693 0.3792 -5.91 -1.41 -3.45
Cl -4.4984 0.0425 1.1844 -0.18 1.79 1.72
C 2.3678 0.4472 -1.2824 -1.80 -2.78 1.11
C 3.3489 0.7090 -0.1460 3.35 1.39 -3.22
H 5.4286 3.7123 1.9928 -2.47 -1.52 -2.94
H 3.3453 2.8169 -0.3971 0.05 2.70 -2.44
H 1.6879 1.6026 1.7387 0.09 -9.00 8.68
H 1.7042 3.0177 1.5886 -2.04 9.08 4.61
H -0.2522 1.9833 0.5216 0.28 -0.18 0.25
H 0.8080 2.4416 -0.9192 -0.03 0.57 3.34
H 0.1779 0.4628 -1.3746 -2.88 0.47 -3.28
H 1.4350 -1.2668 0.3038 0.43 0.09 0.05
H 0.4964 -0.3265 1.3741 0.54 1.16 -0.49
H -0.6664 -2.2625 0.5542 1.32 -1.92 1.30
H -1.9533 -0.5450 1.4012 -0.10 0.39 0.10
H -1.7808 0.2040 -0.3837 0.04 -1.18 2.22
H -1.8205 -2.6815 -1.4981 0.75 -0.40 -0.52
H -3.8326 -4.0531 -2.5369 -0.32 2.91 2.17
H -6.1732 -3.3946 -1.3226 3.04 -0.51 -0.42
H -6.4261 -1.7916 0.2363 2.87 -0.95 -1.09
H 2.3058 1.2654 -1.9877 1.09 -0.29 -0.93
H 2.5145 -0.7110 -1.6447 -0.26 3.16 0.11
H 3.4983 -0.1363 0.5389 -0.68 0.77 0.39
H 4.5006 0.6740 -0.7522 -3.05 0.51 1.89
```
Positions in Å, forces in eV/Å.

* SMILES: O=C(O)[C@H]1CC[C@@H](CNCc2ccccc2Cl)CC1
* LUMO level: 0.61 eV
* HOMO: -0.325 Eh
* charge: 0
* frontier orbital gap: 0.348 Eh
* spin multiplicity: 1
* ΔE to the lowest compared entry with this formula, charge and spin: 11.456 eV

Löwdin atomic charge list, values in e, 4 entries: 0.026 -0.490 0.065 -0.156